Entry P
The following is a DFT calculation (wB97M-V/def2-TZVPD) of an isolated molecule of C3H2O4.

Cartesian coordinates (Å):
O  2.5486  -1.0399  -0.0420
C  1.5626  -0.4194  -0.0158
O  0.3551  -1.2372  0.2069
C  -0.8939  -0.5941  -0.0235
C  -1.0537  0.7341  0.0568
O  0.0331  1.5929  0.1131
O  1.0828  1.0042  -0.0319
H  -1.5977  -1.3543  -0.3506
H  -2.0369  1.3137  0.0869

The total charge is 0. The SMILES is O=C1OC=COO1. The value obtained for the orbital gap is 9.775 eV. The HOMO energy comes out at -9.05 eV. For the LUMO energy, the calculation gives 0.72 eV.



Entry Q
The following is a DFT calculation (wB97M-V/def2-TZVPD) of an isolated molecule of C3H2O4.

Cartesian coordinates (Å):
C  -0.9784  0.6063  -0.1574
C  -1.0882  -0.7541  0.1138
C  1.2412  0.3298  0.1443
O  0.2995  1.1093  0.2552
O  -0.0303  -1.4321  0.3060
O  1.9735  -0.2750  -0.7519
O  2.4958  0.2428  0.4894
H  -1.7649  1.2069  -0.5017
H  -2.1482  -1.0338  0.1023

The total charge is 0. The value obtained for the orbital gap is 8.658 eV. The HOMO energy comes out at -8.42 eV. For the LUMO energy, the calculation gives 0.24 eV.



How far above the most stable structure does each one sit? In hartree: entry P 0.0000; entry Q 0.0341.



Entry P
The following is a DFT calculation (wB97M-V/def2-TZVPD) of the ion C3H3N2O2 with charge -1.

Cartesian coordinates (Å):
H  -1.0809  1.9476  -1.1291
N  -0.3541  1.2732  -0.8864
C  -0.3890  1.2092  0.4402
O  -0.8005  1.9237  1.2852
N  0.1535  -0.0339  0.9582
C  0.6491  -1.0545  0.1644
C  0.2964  -1.3362  -1.0336
O  0.1867  -1.8757  -2.0856
H  -0.1247  -0.2482  1.9082
H  1.4636  -1.8052  0.3785

The total charge is -1. The SMILES is [H]/N=C(\[O-])NC=C=O. The value obtained for the orbital gap is 7.183 eV. The HOMO energy comes out at -3.20 eV. For the LUMO energy, the calculation gives 3.98 eV.



Entry Q
The following is a DFT calculation (wB97M-V/def2-TZVPD) of a cluster of 2 separate species, C3H3N2O2 in total.

Cartesian coordinates (Å):
C  -2.4275  -0.9192  -0.9236
C  -1.5358  -0.4058  -0.3067
C  -0.7756  0.4125  0.5568
N  1.2608  0.2218  -0.5975
N  2.2416  0.1777  0.1459
O  2.2491  0.3476  1.3682
O  3.3066  0.0534  -0.5069
H  -3.2854  -1.3436  -1.4341
H  -0.0665  0.0685  1.2180
H  -0.9673  1.3872  0.4799

The total charge is -1. The value obtained for the orbital gap (spin up / spin down) is 7.742 / 7.832 eV. The HOMO energy (spin up / spin down) comes out at -4.04 / -3.90 eV. For the LUMO energy (spin up / spin down), the calculation gives 3.70 / 3.93 eV.



How far above the most stable structure does each one sit? In hartree: entry P 0.0000; entry Q 0.2437.



Entry P
The following is a DFT calculation (wB97M-V/def2-TZVPD) of a cluster of 2 separate species, C3H2Cl2O2 in total.

Cartesian coordinates (Å):
O  -2.2202  -1.9783  -0.4715
C  -1.7200  -1.1110  0.1059
C  -0.9126  -0.1206  0.3146
Cl  -0.7067  1.1036  1.5127
C  0.2208  0.0296  -1.0980
O  0.2746  -0.8012  -1.9517
H  0.8342  0.8719  -1.1111
Cl  2.7410  0.9207  1.0892
H  1.4889  1.0853  1.6099

The total charge is 0. The SMILES is O=C=C(Cl)C=O.Cl. The value obtained for the orbital gap is 9.077 eV. The HOMO energy comes out at -9.65 eV. For the LUMO energy, the calculation gives -0.57 eV.



Entry Q
The following is a DFT calculation (wB97M-V/def2-TZVPD) of a structure of composition C3H2Cl2O2.

Cartesian coordinates (Å):
C  -1.2641  0.2085  -0.5877
C  0.0166  0.5861  -0.6606
C  0.8065  -0.3946  0.7878
O  -1.5019  -0.5324  0.5832
O  -0.2984  -0.9521  1.3485
Cl  1.0278  1.4530  -1.6586
Cl  2.0712  -1.4082  0.0793
H  -2.1091  0.6143  -1.1935
H  1.2515  0.4254  1.3016

The total charge is 0. The value obtained for the orbital gap is 9.507 eV. The HOMO energy comes out at -9.23 eV. For the LUMO energy, the calculation gives 0.28 eV.



How far above the most stable structure does each one sit? In hartree: entry P 0.0000; entry Q 0.1001.



Entry P
The following is a DFT calculation (wB97M-V/def2-TZVPD) of a structure of composition C2H3N3O3.

Cartesian coordinates (Å):
C  0.8263  0.0289  -0.0280
C  -1.0894  0.7398  -0.0093
H  2.7208  1.0016  0.3708
H  2.8124  -0.6659  0.9553
H  -2.6178  -0.6864  -0.9349
N  2.1765  0.0052  -0.3269
N  0.2173  1.0641  -0.2415
N  -1.0766  -0.5861  0.4665
O  -1.9550  1.5627  0.0383
O  -2.1262  -1.2521  -0.2549
O  0.1117  -1.2120  -0.0355

The total charge is 0. The value obtained for the orbital gap is 9.417 eV. The HOMO energy comes out at -10.55 eV. For the LUMO energy, the calculation gives -1.13 eV.



Entry Q
The following is a DFT calculation (wB97M-V/def2-TZVPD) of an isolated molecule of C2H3N3O3.

Cartesian coordinates (Å):
N  1.9097  0.7501  0.3033
N  0.5646  0.5336  -0.1357
N  -0.3271  0.2719  0.9277
C  -1.2795  -0.2689  0.2940
O  -2.3973  -0.6185  0.8523
O  -1.0784  -0.6125  -1.0079
C  0.3611  -0.2320  -1.1941
O  1.0522  -0.5807  -2.1123
H  1.9011  0.2674  1.3173
H  2.0748  1.8413  0.4277
H  -2.7812  -1.3517  0.3276

The total charge is 0. The SMILES is Nn1nc(O)oc1=O. The value obtained for the orbital gap is 9.866 eV. The HOMO energy comes out at -9.48 eV. For the LUMO energy, the calculation gives 0.39 eV.



How far above the most stable structure does each one sit? In hartree: entry P 0.2206; entry Q 0.0000.



Entry P
The following is a DFT calculation (wB97M-V/def2-TZVPD) of an isolated molecule of C2H3N3O3.

Cartesian coordinates (Å):
H  1.0425  2.2241  0.2193
N  0.0117  1.8858  0.3395
C  -0.0229  0.6849  -0.1250
C  -1.2329  -0.0743  -0.0500
O  -2.4092  0.3520  -0.1422
O  -0.8488  -1.3451  0.1076
N  0.6627  -1.4336  0.2528
N  1.0249  -0.2494  -0.6080
O  2.2550  0.1967  -0.1169
H  0.7694  -1.2442  1.2391
H  1.8515  0.3075  0.9133

The total charge is 0. The SMILES is [H]/N=c1/c(=O)o[nH]n1O. The value obtained for the orbital gap is 10.173 eV. The HOMO energy comes out at -10.87 eV. For the LUMO energy, the calculation gives -0.69 eV.



Entry Q
The following is a DFT calculation (wB97M-V/def2-TZVPD) of an isolated molecule of C2H3N3O3.

Cartesian coordinates (Å):
O  0.8080  0.0507  -2.4222
N  -0.3972  -0.1145  -1.6798
C  -0.0957  -0.1132  -0.4224
O  1.2309  0.2231  -0.0412
C  1.2117  0.1049  1.2971
N  0.1239  -0.2644  1.7761
N  -0.8318  -0.5143  0.7710
O  -1.9044  0.4582  1.1044
H  0.4607  0.5312  -3.2811
H  2.1730  0.0452  1.7595
H  -2.6702  -0.1301  1.0747

The total charge is 0. The SMILES is O/N=c1\ocnn1O. The value obtained for the orbital gap is 9.860 eV. The HOMO energy comes out at -9.41 eV. For the LUMO energy, the calculation gives 0.45 eV.



How far above the most stable structure does each one sit? In hartree: entry P 0.0226; entry Q 0.0000.



Entry P
The following is a DFT calculation (wB97M-V/def2-TZVPD) of an isolated molecule of C2H3N3O3.

Cartesian coordinates (Å):
O  -0.0863  -1.8646  -0.0287
C  0.1005  -0.6830  -0.1262
C  1.3077  0.1330  -0.1708
O  2.4987  -0.4258  0.2163
N  0.9813  1.3573  0.1212
N  -0.2802  1.4205  0.0909
N  -0.8935  0.1936  -0.3098
O  -2.1289  -0.1947  0.4234
H  2.0641  -1.3922  0.4269
H  -0.8078  2.3254  -0.3441
H  -2.7556  -0.8695  -0.2990

The total charge is 0. The SMILES is O=c1c(O)n[nH]n1O. The value obtained for the orbital gap is 8.883 eV. The HOMO energy comes out at -9.00 eV. For the LUMO energy, the calculation gives -0.12 eV.



Entry Q
The following is a DFT calculation (wB97M-V/def2-TZVPD) of a structure of composition C2H3N3O3.

Cartesian coordinates (Å):
C  -1.0089  -0.7641  -0.0142
C  0.5321  0.1999  0.8803
H  -2.2423  -0.8166  -1.6364
H  2.0122  1.2535  -0.1301
H  -1.8036  1.0039  -0.9569
N  -0.3531  -0.9218  1.1042
N  0.1625  1.0665  -0.1355
N  -0.8078  0.3428  -0.9910
O  -1.5385  -1.9001  -0.8284
O  1.5801  0.2763  1.5431
O  1.4438  1.4403  -1.0044

The total charge is 0. The value obtained for the orbital gap is 8.939 eV. The HOMO energy comes out at -10.69 eV. For the LUMO energy, the calculation gives -1.75 eV.



How far above the most stable structure does each one sit? In hartree: entry P 0.0000; entry Q 0.0909.



Entry P
The following is a DFT calculation (wB97M-V/def2-TZVPD) of a cluster of 3 separate species, C5H16O2 in total.

Cartesian coordinates (Å):
C  1.7005  0.1731  -2.0780
C  0.3697  -0.3128  -1.5635
C  0.0041  0.2573  -0.1641
C  0.1271  -0.8155  0.9497
C  0.2335  -0.3086  2.3958
H  2.1984  -0.4666  -2.7981
H  2.3874  0.4217  -1.2620
H  1.6616  1.1390  -2.6036
H  0.3046  -1.4035  -1.5851
H  -0.4565  0.0405  -2.1907
H  0.7906  0.9765  0.0430
H  -1.0159  0.6391  -0.1334
H  -0.6854  -1.5339  0.8262
H  1.0080  -1.3316  0.6624
H  -0.5882  -0.7269  2.9829
H  1.1267  -0.7659  2.8233
H  0.2343  0.7613  2.5010
O  -0.6496  6.6436  -0.3833
H  -0.8491  6.5739  0.5640
H  0.3014  6.4823  -0.3264
O  -2.7825  -5.7838  0.6943
H  -2.1313  -5.0771  0.7411
H  -3.2895  -5.5820  -0.0958

The total charge is 0. The SMILES is CCCCC.O.O. The value obtained for the orbital gap is 11.499 eV. The HOMO energy comes out at -10.85 eV. For the LUMO energy, the calculation gives 0.65 eV.



Entry Q
The following is a DFT calculation (wB97M-V/def2-TZVPD) of a cluster of 3 separate species, C5H16O2 in total.

Cartesian coordinates (Å):
C  -1.9644  1.0245  0.9978
C  -2.2061  -0.3110  0.3061
C  -1.5470  -0.4155  -1.0631
C  -0.0143  -0.3539  -1.0597
C  0.6353  -1.4952  -0.2806
H  -0.8952  1.2028  1.1574
H  -2.4554  1.0840  1.9650
H  -2.3206  1.8540  0.3847
H  -3.2805  -0.4694  0.1950
H  -1.8704  -1.1220  0.9607
H  -1.9164  0.3964  -1.6917
H  -1.8585  -1.3457  -1.5437
H  0.3046  0.6190  -0.6708
H  0.3291  -0.3930  -2.0962
H  1.7155  -1.4589  -0.3872
H  0.2685  -2.4501  -0.6689
H  0.3855  -1.4654  0.7839
O  2.2003  1.0569  1.5433
H  1.8056  1.9329  1.6081
H  1.4546  0.4363  1.5485
O  3.5304  0.4364  -0.9719
H  4.4816  0.5692  -0.9360
H  3.2178  0.6676  -0.0805

The total charge is 0. The SMILES is CCCCC.O.O. The value obtained for the orbital gap is 11.601 eV. The HOMO energy comes out at -10.93 eV. For the LUMO energy, the calculation gives 0.67 eV.



How far above the most stable structure does each one sit? In hartree: entry P 0.0346; entry Q 0.0000.



Entry P
The following is a DFT calculation (wB97M-V/def2-TZVPD) of the ion C6H14NS with charge -1.

Cartesian coordinates (Å):
C  0.3044  -1.5976  -2.6994
C  -0.8043  -0.7130  -2.0343
C  -1.2897  -1.1094  -0.6847
C  -2.0894  0.0651  0.1743
N  -1.4311  0.3141  1.5094
C  -0.2487  1.3549  1.3486
C  1.0880  0.9572  1.8732
S  2.2483  0.4514  0.4193
H  -0.0893  -2.0126  -3.7096
H  0.7431  -2.1566  -1.9236
H  1.0668  -0.8537  -2.9949
H  -1.5898  -0.3089  -2.5842
H  -0.2369  0.2122  -1.8386
H  -0.5500  -1.4952  0.0261
H  -1.9499  -1.9427  -0.5887
H  -3.0796  -0.4942  0.3438
H  -2.2261  1.0070  -0.4699
H  -1.3515  -0.6054  1.8904
H  -0.0213  1.3471  0.1791
H  -0.7869  2.3097  1.5927
H  1.4895  1.8199  2.4535
H  0.8650  0.0088  2.4838

The total charge is -1. The SMILES is CCCCNCC[S-]. The value obtained for the orbital gap is 6.424 eV. The HOMO energy comes out at -2.59 eV. For the LUMO energy, the calculation gives 3.84 eV.



Entry Q
The following is a DFT calculation (wB97M-V/def2-TZVPD) of a cluster of 2 separate species, C6H14NS in total.

Cartesian coordinates (Å):
C  -1.8041  -2.7924  1.4570
C  -2.1012  -1.3834  0.9779
C  -1.9940  -1.3138  -0.5314
C  -3.0456  -1.2356  -1.3405
H  -0.7647  -3.0374  1.2125
H  -1.8830  -2.8900  2.5440
H  -2.4100  -3.5629  0.9741
H  -1.3298  -0.7178  1.3674
H  -3.0851  -1.0116  1.2823
H  -0.9818  -1.1260  -0.8827
H  -2.9567  -1.0260  -2.4000
H  -4.0527  -1.2572  -0.9325
C  2.2160  2.5907  -0.1659
C  0.9145  1.7799  -0.1496
S  1.1740  0.0772  0.3696
N  3.2702  2.0496  -1.0139
H  2.5913  2.6084  0.8643
H  2.0746  3.6491  -0.4254
H  0.4812  1.7832  -1.1607
H  0.2071  2.3024  0.5077
H  3.0145  2.1342  -1.9940
H  3.3274  1.0683  -0.7788

The total charge is -1. The value obtained for the orbital gap is 6.433 eV. The HOMO energy comes out at -2.65 eV. For the LUMO energy, the calculation gives 3.78 eV.



How far above the most stable structure does each one sit? In hartree: entry P 0.0765; entry Q 0.0000.